Arrangement i

Density functional theory data (ωB97M-V with the def2-TZVPD basis set) for the molecule BrIO2S2.

Output
Spin multiplicity: 1
LUMO level: -1.102 eV

Positions of all 6 atoms, in Å:
1 O -1.330 0.538 -1.060
2 O -0.172 1.383 1.030
3 S -0.385 1.646 -0.343
4 S -1.051 -1.179 -1.064
5 Br -1.128 -1.778 1.015
6 I 1.552 0.844 -1.653

Arrangement ii

Density functional theory data (ωB97M-V with the def2-TZVPD basis set) for a cluster of 2 separate species, BrIO2S2 in total.

Output
Spin multiplicity: 1
LUMO level (alpha / beta): -3.588 / -3.589 eV

Positions of all 6 atoms, in Å:
1 O 0.386 0.566 1.087
2 O -0.049 0.266 -1.263
3 S 1.714 1.572 0.753
4 S -0.378 -0.361 -0.030
5 Br 1.069 -3.459 0.084
6 I 3.273 0.057 -0.189

Which structure is the least stable? The one labeled arrangement ii.

Arrangement i

Density functional theory data (ωB97M-V with the def2-TZVPD basis set) for the molecule CH3NOP2S.

Output
SMILES string: PO/P=N/C=S
Spin multiplicity: 1
LUMO level: -0.691 eV

Positions of all 9 atoms, in Å:
1 C -0.182 -0.145 2.314
2 N -0.065 -1.031 1.350
3 O -0.020 -1.701 -1.046
4 P -0.475 -2.169 0.408
5 P 0.615 -0.187 -1.625
6 S -1.657 0.232 2.838
7 H 0.772 0.404 2.567
8 H 1.889 -0.923 -1.924
9 H 1.059 0.206 -0.299

Arrangement ii

Density functional theory data (ωB97M-V with the def2-TZVPD basis set) for the molecule CH3NOP2S.

Output
Spin multiplicity: 1
LUMO level (alpha / beta): -2.201 / -1.708 eV

Positions of all 9 atoms, in Å:
1 C 1.219 0.624 0.830
2 N 0.280 1.440 0.356
3 O -0.842 -1.536 0.431
4 P 2.088 -0.504 -0.174
5 P -1.966 -0.736 -0.092
6 S -1.031 1.240 -0.530
7 H 1.645 1.163 1.644
8 H 1.039 -0.560 -1.126
9 H -2.431 -1.131 -1.338

Arrangement iii

Density functional theory data (ωB97M-V with the def2-TZVPD basis set) for the molecule CH3NOP2S.

Output
SMILES string: O=[P@H]1PC=NS1
Spin multiplicity: 1
LUMO level: -0.897 eV

Positions of all 9 atoms, in Å:
1 C 1.328 -0.598 0.732
2 N 1.327 0.686 0.842
3 O -1.241 1.044 -2.436
4 P -0.008 -1.639 0.092
5 P -1.037 0.477 -1.089
6 S 0.342 1.688 0.062
7 H 2.217 -1.124 1.159
8 H -0.723 -1.001 1.014
9 H -2.204 0.468 -0.376

Which structure is the least stable? The one labeled arrangement ii.

Arrangement i

Density functional theory data (ωB97M-V with the def2-TZVPD basis set) for a structure of composition C39H50N8Si2Sr.

Output
Net charge: -2
Spin multiplicity: 1
LUMO level: 3.711 eV

Positions of all 100 atoms, in Å:
1 Sr 0.101 0.338 0.537
2 C -2.377 -4.318 0.389
3 C -1.967 -5.323 -0.654
4 C -2.893 -6.263 -1.100
5 C -2.548 -7.271 -1.987
6 C -1.246 -7.350 -2.457
7 C -0.318 -6.402 -2.062
8 C -0.662 -5.386 -1.170
9 N 0.312 -4.451 -0.778
10 C 0.277 -3.068 -1.056
11 N -0.779 -2.697 -1.827
12 C -1.076 -1.460 -2.507
13 C -0.467 -0.253 -2.145
14 C -0.869 0.823 -2.959
15 C -1.802 0.733 -3.987
16 C -2.400 -0.489 -4.255
17 C -2.039 -1.613 -3.522
18 C -2.694 -2.939 -3.830
19 N 1.192 -2.270 -0.641
20 C 2.315 -2.762 0.056
21 C 2.235 -3.528 1.222
22 C 3.381 -3.914 1.902
23 C 4.625 -3.540 1.422
24 C 4.708 -2.773 0.268
25 C 3.577 -2.374 -0.427
26 C 3.673 -1.523 -1.658
27 H -2.578 -4.829 1.334
28 H -3.289 -3.798 0.091
29 H -1.616 -3.567 0.573
30 H -3.907 -6.207 -0.720
31 H -3.292 -7.990 -2.308
32 H -0.958 -8.132 -3.149
33 H 0.692 -6.424 -2.454
34 H 1.246 -4.798 -0.619
35 H -1.315 -3.479 -2.160
36 H -0.430 1.805 -2.794
37 H -2.069 1.612 -4.564
38 H -3.147 -0.583 -5.038
39 H -3.425 -2.821 -4.630
40 H -3.225 -3.353 -2.964
41 H -1.972 -3.697 -4.157
42 H 1.262 -3.793 1.615
43 H 3.294 -4.487 2.817
44 H 5.525 -3.813 1.960
45 H 5.676 -2.435 -0.084
46 H 4.682 -1.124 -1.766
47 H 2.975 -0.690 -1.591
48 H 3.413 -2.096 -2.553
49 C -2.335 -0.600 0.554
50 Si -1.797 -0.294 2.382
51 C -3.062 -1.074 3.531
52 C -0.188 -1.410 2.515
53 N -1.313 1.272 2.357
54 C -1.069 2.258 3.278
55 C -1.661 2.340 4.538
56 C -1.422 3.411 5.411
57 C -0.570 4.416 5.004
58 C 0.057 4.347 3.756
59 C -0.122 3.271 2.861
60 N 0.509 3.095 1.666
61 Si 1.883 3.962 1.194
62 C 3.317 3.936 2.421
63 C 2.496 3.337 -0.483
64 C 1.622 5.850 0.869
65 H -1.655 -1.268 0.018
66 H -2.367 0.339 -0.007
67 H -3.326 -1.052 0.480
68 H -3.568 -1.910 3.040
69 H -3.815 -0.337 3.819
70 H -2.586 -1.446 4.441
71 H -0.350 -2.273 3.167
72 H 0.661 -0.847 2.924
73 H 0.137 -1.833 1.556
74 H -2.346 1.549 4.833
75 H -1.905 3.444 6.383
76 H -0.370 5.264 5.655
77 H 0.732 5.143 3.475
78 H 3.682 2.912 2.521
79 H 3.000 4.296 3.402
80 H 4.146 4.562 2.071
81 H 3.568 3.123 -0.432
82 H 2.325 4.066 -1.280
83 H 2.016 2.401 -0.773
84 H 1.522 6.437 1.784
85 H 0.721 6.021 0.273
86 H 2.471 6.250 0.303
87 C -0.931 4.371 -1.054
88 C -0.535 5.435 -2.011
89 N -0.145 5.306 -3.258
90 C 0.104 6.579 -3.709
91 C -0.135 7.493 -2.728
92 N -0.554 6.750 -1.650
93 H -0.498 3.410 -1.318
94 H -2.017 4.269 -0.999
95 H -0.569 4.565 -0.043
96 H 0.451 6.762 -4.714
97 H -0.035 8.564 -2.689
98 H -0.726 7.082 -0.717
99 N 3.948 0.633 0.989
100 C 2.804 0.598 0.784

Arrangement ii

Density functional theory data (ωB97M-V with the def2-TZVPD basis set) for a structure of composition C39H50N8Si2Sr.

Output
Net charge: -2
Spin multiplicity: 1
LUMO level: 3.746 eV

Positions of all 100 atoms, in Å:
1 Sr -0.572 -0.151 0.748
2 C -0.693 0.765 6.087
3 C -0.455 2.197 6.485
4 C 0.136 2.481 7.715
5 C 0.289 3.778 8.174
6 C -0.149 4.837 7.390
7 C -0.700 4.581 6.146
8 C -0.850 3.274 5.680
9 N -1.426 3.052 4.415
10 C -0.753 2.539 3.289
11 N 0.563 2.270 3.522
12 C 1.657 2.046 2.606
13 C 1.454 1.558 1.310
14 C 2.652 1.450 0.581
15 C 3.917 1.745 1.076
16 C 4.043 2.179 2.387
17 C 2.910 2.344 3.174
18 C 3.066 2.823 4.598
19 N -1.336 2.395 2.155
20 C -2.653 2.887 2.009
21 C -3.743 2.405 2.733
22 C -5.022 2.895 2.505
23 C -5.224 3.877 1.550
24 C -4.141 4.354 0.825
25 C -2.856 3.874 1.032
26 C -1.695 4.369 0.223
27 H -1.410 0.307 6.772
28 H 0.230 0.185 6.134
29 H -1.088 0.671 5.079
30 H 0.461 1.651 8.333
31 H 0.746 3.963 9.139
32 H -0.040 5.858 7.733
33 H -1.007 5.395 5.500
34 H -2.227 3.615 4.171
35 H 0.863 2.556 4.436
36 H 2.605 1.111 -0.453
37 H 4.796 1.620 0.452
38 H 5.019 2.396 2.810
39 H 4.121 2.970 4.832
40 H 2.672 2.105 5.327
41 H 2.555 3.777 4.777
42 H -3.590 1.620 3.462
43 H -5.858 2.489 3.064
44 H -6.221 4.249 1.347
45 H -4.298 5.089 0.044
46 H -2.045 4.963 -0.622
47 H -1.121 3.524 -0.156
48 H -1.018 4.978 0.831
49 C 0.484 -1.252 3.204
50 Si -1.047 -2.294 2.679
51 C -1.458 -3.511 4.079
52 C -2.549 -1.031 2.663
53 N -0.709 -2.693 1.126
54 C -1.157 -3.492 0.110
55 C -1.684 -4.768 0.312
56 C -2.076 -5.599 -0.744
57 C -1.935 -5.138 -2.037
58 C -1.428 -3.854 -2.268
59 C -1.054 -2.974 -1.238
60 N -0.608 -1.683 -1.415
61 Si -0.716 -0.873 -2.915
62 C -2.449 -0.714 -3.646
63 C 0.120 0.819 -2.733
64 C 0.226 -1.629 -4.407
65 H 0.281 -0.189 3.365
66 H 1.282 -1.323 2.456
67 H 0.900 -1.617 4.148
68 H -1.190 -3.096 5.056
69 H -0.918 -4.452 3.948
70 H -2.527 -3.734 4.086
71 H -3.241 -1.240 3.485
72 H -3.125 -1.092 1.727
73 H -2.275 0.024 2.790
74 H -1.765 -5.119 1.337
75 H -2.480 -6.587 -0.544
76 H -2.225 -5.757 -2.880
77 H -1.352 -3.517 -3.294
78 H -3.097 -0.110 -3.013
79 H -2.889 -1.708 -3.759
80 H -2.399 -0.247 -4.637
81 H -0.527 1.613 -3.114
82 H 1.069 0.842 -3.277
83 H 0.329 1.079 -1.691
84 H -0.288 -2.492 -4.838
85 H 1.246 -1.929 -4.168
86 H 0.296 -0.862 -5.186
87 C 2.642 -1.874 -1.588
88 C 3.538 -2.291 -2.694
89 N 4.568 -1.650 -3.202
90 C 5.072 -2.471 -4.184
91 C 4.346 -3.619 -4.273
92 N 3.375 -3.496 -3.306
93 H 2.596 -0.795 -1.460
94 H 2.996 -2.294 -0.641
95 H 1.613 -2.210 -1.728
96 H 5.928 -2.183 -4.774
97 H 4.414 -4.477 -4.918
98 H 2.596 -4.112 -3.147
99 N -3.266 1.746 -1.363
100 C -2.461 1.183 -0.738

Which structure is the least stable? The one labeled arrangement i.

Arrangement i

Density functional theory data (ωB97M-V with the def2-TZVPD basis set) for the molecule C4H7ClO.

Output
SMILES string: C[C@]1(CCl)CO1
Spin multiplicity: 1
LUMO level: 0.909 eV

Positions of all 13 atoms, in Å:
1 C -0.714 1.660 0.037
2 C -0.706 0.154 0.013
3 C 0.512 -0.580 0.576
4 C -1.557 -0.646 -0.791
5 H -1.582 2.232 -0.298
6 H -0.406 2.066 1.006
7 H 0.144 1.952 -0.592
8 H 0.385 -1.578 0.439
9 H 0.526 -0.360 1.657
10 H -1.260 -1.546 -1.215
11 H -2.366 -0.124 -1.361
12 O -1.854 -0.600 0.565
13 Cl 2.011 -0.080 -0.186

Arrangement ii

Density functional theory data (ωB97M-V with the def2-TZVPD basis set) for the molecule C4H7ClO.

Output
SMILES string: C=C(CCl)OC
Spin multiplicity: 1
LUMO level: 0.906 eV

Positions of all 13 atoms, in Å:
1 C 1.744 -0.459 -0.784
2 C -0.454 -0.212 0.223
3 C -1.269 -0.307 -0.816
4 C -0.853 0.563 1.394
5 H 1.940 0.602 -1.059
6 H 2.668 -0.897 -0.525
7 H 1.326 -0.964 -1.681
8 H -2.159 0.238 -0.909
9 H -1.095 -1.070 -1.506
10 H -0.430 0.254 2.369
11 H -1.880 0.601 1.622
12 O 0.912 -0.665 0.296
13 Cl -0.451 2.316 1.376

Which structure is the least stable? The one labeled arrangement ii.

Arrangement i

Density functional theory data (ωB97M-V with the def2-TZVPD basis set) for a cluster of 9 separate species, C41H48N8O3 in total.

Output
SMILES string: O=C1OCCO1.c1ccncc1.c1ccncc1.c1ccncc1.c1ccncc1.c1ccncc1.c1ccncc1.CCCC#N.CCCC#N
Spin multiplicity: 1
LUMO level: 0.276 eV

Positions of all 100 atoms, in Å:
1 N -2.992 5.613 2.095
2 C -3.518 6.480 1.226
3 C -2.969 6.743 -0.013
4 C -1.845 6.010 -0.378
5 C -1.339 5.034 0.456
6 C -1.915 4.930 1.718
7 H -4.438 6.932 1.578
8 H -3.316 7.465 -0.738
9 H -1.330 6.195 -1.314
10 H -0.506 4.397 0.198
11 H -1.540 4.260 2.485
12 N -0.362 0.743 -8.015
13 C -1.217 0.820 -7.002
14 C -0.975 1.518 -5.825
15 C 0.281 2.078 -5.634
16 C 1.191 1.973 -6.672
17 C 0.835 1.295 -7.826
18 H -2.164 0.303 -7.115
19 H -1.734 1.496 -5.054
20 H 0.509 2.553 -4.690
21 H 2.225 2.257 -6.520
22 H 1.532 1.214 -8.654
23 N -3.313 -0.640 -1.536
24 C -4.436 -0.944 -0.884
25 C -5.161 -0.047 -0.118
26 C -4.697 1.254 0.004
27 C -3.579 1.623 -0.742
28 C -2.972 0.656 -1.525
29 H -4.645 -2.007 -0.783
30 H -6.020 -0.384 0.447
31 H -5.254 1.990 0.567
32 H -3.274 2.657 -0.637
33 H -2.186 0.887 -2.237
34 N 2.699 3.683 1.287
35 C 2.157 4.834 0.875
36 C 1.764 5.862 1.721
37 C 1.966 5.651 3.079
38 C 2.522 4.469 3.550
39 C 2.818 3.502 2.602
40 H 2.158 4.887 -0.211
41 H 1.077 6.653 1.452
42 H 1.557 6.334 3.816
43 H 2.538 4.230 4.603
44 H 3.259 2.548 2.881
45 N -3.565 -4.764 2.532
46 C -3.565 -3.491 2.150
47 C -2.409 -2.716 2.208
48 C -1.263 -3.264 2.768
49 C -1.263 -4.598 3.126
50 C -2.426 -5.322 2.939
51 H -4.539 -3.120 1.854
52 H -2.376 -1.656 1.987
53 H -0.391 -2.623 2.756
54 H -0.384 -5.108 3.499
55 H -2.483 -6.355 3.264
56 N -1.221 -4.029 -3.192
57 C -0.675 -3.561 -2.072
58 C -1.199 -3.848 -0.812
59 C -2.230 -4.780 -0.760
60 C -2.709 -5.364 -1.922
61 C -2.201 -4.913 -3.129
62 H 0.015 -2.741 -2.244
63 H -0.851 -3.432 0.121
64 H -2.552 -5.224 0.173
65 H -3.498 -6.098 -1.826
66 H -2.566 -5.344 -4.055
67 C 2.754 -2.038 3.707
68 C 3.102 -0.549 3.887
69 O 1.897 0.014 4.391
70 C 1.144 -0.971 4.935
71 O 0.184 -0.808 5.617
72 O 1.487 -2.140 4.357
73 H 3.498 -2.713 4.130
74 H 2.629 -2.345 2.668
75 H 3.359 -0.047 2.957
76 H 3.943 -0.415 4.569
77 C 4.896 -4.727 0.187
78 C 5.578 -3.855 -0.864
79 C 4.806 -2.580 -1.182
80 C 4.747 -1.651 -0.045
81 N 4.749 -0.908 0.831
82 H 4.843 -4.210 1.147
83 H 5.403 -5.682 0.306
84 H 3.874 -4.941 -0.140
85 H 5.701 -4.451 -1.768
86 H 6.551 -3.531 -0.488
87 H 3.799 -2.769 -1.559
88 H 5.292 -1.994 -1.968
89 C -0.453 1.325 1.047
90 C 0.842 0.538 0.866
91 C 1.096 -0.193 -0.440
92 C 1.266 0.716 -1.575
93 N 1.414 1.428 -2.462
94 H -1.216 0.637 1.412
95 H -0.787 1.817 0.132
96 H -0.343 2.126 1.779
97 H 0.894 -0.164 1.706
98 H 1.714 1.177 1.040
99 H 0.303 -0.933 -0.599
100 H 1.993 -0.819 -0.458

Arrangement ii

Density functional theory data (ωB97M-V with the def2-TZVPD basis set) for a cluster of 9 separate species, C41H48N8O3 in total.

Output
SMILES string: O=C1OCCO1.c1ccncc1.c1ccncc1.c1ccncc1.c1ccncc1.c1ccncc1.c1ccncc1.CCCC#N.CCCC#N
Spin multiplicity: 1
LUMO level: 0.257 eV

Positions of all 100 atoms, in Å:
1 N 18.168 -21.226 -6.961
2 C 19.265 -20.838 -7.656
3 C 19.381 -20.965 -9.029
4 C 18.266 -21.460 -9.704
5 C 17.090 -21.755 -9.047
6 C 17.129 -21.696 -7.656
7 H 20.008 -20.375 -7.023
8 H 20.220 -20.735 -9.669
9 H 18.285 -21.646 -10.773
10 H 16.185 -22.077 -9.540
11 H 16.311 -21.996 -7.013
12 N 13.453 -17.818 -17.071
13 C 13.812 -17.492 -15.835
14 C 14.265 -18.395 -14.872
15 C 14.199 -19.759 -15.170
16 C 13.777 -20.105 -16.452
17 C 13.402 -19.119 -17.351
18 H 13.757 -16.444 -15.561
19 H 14.505 -18.006 -13.893
20 H 14.450 -20.472 -14.400
21 H 13.535 -21.137 -16.677
22 H 13.084 -19.378 -18.353
23 N 12.941 -16.962 -9.759
24 C 13.105 -16.128 -8.738
25 C 14.150 -16.182 -7.837
26 C 15.119 -17.173 -7.970
27 C 15.047 -17.991 -9.094
28 C 13.979 -17.797 -9.973
29 H 12.221 -15.550 -8.470
30 H 14.154 -15.528 -6.973
31 H 15.973 -17.209 -7.308
32 H 15.851 -18.712 -9.167
33 H 13.918 -18.274 -10.944
34 N 14.082 -24.821 -9.648
35 C 15.388 -24.718 -9.921
36 C 16.413 -25.139 -9.078
37 C 16.003 -25.709 -7.870
38 C 14.660 -25.832 -7.532
39 C 13.757 -25.305 -8.449
40 H 15.509 -24.361 -10.940
41 H 17.435 -24.790 -9.115
42 H 16.711 -25.902 -7.072
43 H 14.343 -26.086 -6.531
44 H 12.683 -25.363 -8.292
45 N 8.996 -16.457 -5.566
46 C 10.183 -16.854 -6.028
47 C 10.381 -18.173 -6.453
48 C 9.355 -19.090 -6.287
49 C 8.116 -18.642 -5.845
50 C 7.961 -17.305 -5.565
51 H 10.948 -16.092 -5.975
52 H 11.334 -18.590 -6.753
53 H 9.579 -20.073 -6.680
54 H 7.245 -19.281 -5.772
55 H 7.033 -16.945 -5.139
56 N 9.126 -16.669 -11.756
57 C 9.218 -17.738 -10.955
58 C 9.097 -17.629 -9.558
59 C 8.694 -16.386 -9.074
60 C 8.449 -15.325 -9.937
61 C 8.746 -15.502 -11.279
62 H 9.683 -18.590 -11.437
63 H 9.251 -18.416 -8.837
64 H 8.335 -16.257 -8.062
65 H 8.108 -14.404 -9.484
66 H 8.559 -14.683 -11.965
67 C 8.662 -23.297 -6.931
68 C 9.850 -24.274 -7.006
69 O 10.825 -23.677 -6.164
70 C 10.208 -22.851 -5.294
71 O 10.719 -22.332 -4.342
72 O 9.080 -22.430 -5.873
73 H 7.702 -23.781 -6.758
74 H 8.510 -22.694 -7.827
75 H 10.269 -24.376 -8.005
76 H 9.561 -25.276 -6.684
77 C 5.545 -22.717 -10.856
78 C 6.186 -23.281 -12.116
79 C 7.691 -23.053 -12.218
80 C 8.477 -23.799 -11.201
81 N 9.075 -24.427 -10.448
82 H 5.950 -23.207 -9.969
83 H 4.461 -22.794 -10.878
84 H 5.792 -21.652 -10.805
85 H 5.668 -22.828 -12.960
86 H 6.073 -24.368 -12.114
87 H 7.973 -21.998 -12.220
88 H 8.106 -23.439 -13.153
89 C 13.296 -21.104 -8.545
90 C 12.046 -21.773 -9.133
91 C 11.378 -21.231 -10.382
92 C 12.218 -21.372 -11.589
93 N 12.862 -21.497 -12.529
94 H 12.953 -20.316 -7.876
95 H 13.968 -20.710 -9.308
96 H 13.910 -21.796 -7.968
97 H 11.326 -21.819 -8.310
98 H 12.233 -22.834 -9.331
99 H 11.053 -20.204 -10.178
100 H 10.431 -21.693 -10.674

Which structure is the least stable? The one labeled arrangement ii.